(1)
The following is a quantum chemistry calculation of a 8-piece molecular cluster, C15H40F6N7O11P overall at a distorted geometry, from the Open Molecules 2025 dataset.

Geometry as XYZ:
```
80
Properties=species:S:1:pos:R:3:forces:R:3:mulliken_charge:R:1
C -4.3126 1.1329 -0.5701 1.31 -0.54 0.39 -0.70
C -5.7174 1.0388 -0.9513 -4.12 4.54 -0.33 0.25
O -6.5877 1.8653 -0.6429 2.85 -3.58 -0.91 -0.42
N -6.1158 0.0467 -2.0788 0.28 -0.57 1.44 -0.13
H -7.0997 0.0707 -2.3060 -0.72 0.87 0.30 0.37
H -5.6627 0.2763 -2.9517 0.76 -0.08 -0.30 0.37
C -5.9179 -1.3684 -1.5546 0.06 0.84 -0.67 -0.77
H -4.1854 1.9413 0.1499 -0.26 -0.15 -0.04 0.29
H -3.6488 1.3649 -1.4030 -0.21 0.16 -0.41 0.41
H -3.8725 0.2159 -0.1782 -0.21 -0.07 0.23 0.29
H -6.1556 -2.0041 -2.4075 0.18 -0.42 0.49 0.37
H -6.6428 -1.4245 -0.7425 0.14 -0.49 -0.07 0.37
H -4.8934 -1.4315 -1.1876 -0.23 -0.41 -0.22 0.29
C 2.3755 -3.7890 2.8989 -0.05 0.65 0.53 -1.47
C 1.6970 -2.7126 2.0020 2.96 -2.07 -2.57 0.48
O 2.2039 -2.3648 0.9357 -1.99 -0.19 3.16 -0.22
N 0.2286 -2.5368 2.2544 0.29 -1.36 -1.84 0.36
H -0.0119 -3.2362 2.9423 -0.21 -0.12 0.50 0.48
H 0.1230 -1.6214 2.6681 -0.28 1.94 0.45 0.11
C -0.5998 -2.8334 0.9848 0.03 0.47 0.54 -0.79
H 2.1820 -3.8017 3.9716 -0.44 0.77 0.06 0.43
H 3.4640 -3.7964 2.8441 -0.15 0.37 -0.52 0.38
H 2.0361 -4.7862 2.6186 -0.24 0.01 -0.65 0.40
H -1.6518 -2.7070 1.2408 0.15 -0.04 0.14 0.40
H -0.4135 -3.8618 0.6755 0.11 0.14 0.22 0.43
H -0.3481 -2.1564 0.1685 0.28 0.03 0.41 0.13
C 3.6228 3.6634 0.5893 0.96 -2.27 0.71 -0.90
C 4.1440 2.1704 0.5694 3.10 1.40 1.15 0.69
O 5.1330 1.7605 1.1648 -3.45 0.62 -1.92 -0.45
N 3.4236 1.3240 -0.4486 2.30 -1.93 0.35 0.71
H 2.4781 1.1752 -0.1259 -0.55 -0.46 0.28 -0.21
H 3.3369 1.9131 -1.2644 -0.03 -0.05 -0.65 0.40
C 4.1767 -0.0421 -0.7692 -0.81 0.85 0.58 -0.89
H 4.4757 4.2210 0.9761 -0.20 0.15 -0.12 0.39
H 2.8482 3.6327 1.3556 -0.32 0.46 -0.19 0.23
H 3.2905 4.0200 -0.3856 -0.15 -0.10 0.19 0.31
H 3.6224 -0.6569 -1.4783 -0.23 0.68 -0.24 0.19
H 4.2201 -0.6589 0.1284 0.06 0.57 0.22 0.41
H 5.1844 0.1731 -1.1247 -0.25 0.21 0.09 0.45
C -1.8957 4.3176 1.5166 -0.51 -0.93 0.06 -1.03
C -1.2250 3.6119 2.7163 1.76 2.73 0.63 0.79
O -0.3969 4.1381 3.4410 -2.52 -2.27 -1.92 -0.42
N -1.7436 2.1887 3.0777 -0.63 2.00 0.17 0.59
H -2.2653 1.7365 2.3404 0.30 0.23 -0.72 0.07
H -0.9095 1.6396 3.2294 1.03 -0.90 0.72 -0.15
C -2.7285 2.1961 4.2470 0.94 -0.93 -0.87 -0.79
H -1.9656 3.7184 0.6087 0.33 -0.51 0.17 0.13
H -1.4835 5.2667 1.1739 0.47 -0.13 0.80 0.34
H -2.9396 4.4998 1.7720 -0.15 0.14 0.33 0.39
H -2.2344 2.5280 5.1601 -0.25 0.28 -0.26 0.31
H -2.9515 1.1308 4.3071 -0.35 0.13 0.54 0.38
H -3.5982 2.7343 3.8702 0.09 0.21 0.63 0.37
C 2.8893 -4.0664 -2.4538 -0.81 1.22 -0.04 -1.05
C 1.3913 -3.7891 -2.6199 -0.99 -1.59 3.30 0.60
O 0.5512 -3.8799 -1.7254 2.25 0.61 -3.52 -0.44
N 0.9788 -3.3173 -4.0137 -0.45 0.08 1.24 -0.16
H 1.7666 -3.4093 -4.6390 0.87 0.99 -0.15 0.38
H 0.3559 -3.9408 -4.5069 -1.03 -0.61 0.51 0.39
C 0.3071 -1.9309 -3.8663 0.13 -1.13 -1.59 -0.89
H 3.1483 -3.9148 -1.4060 -0.21 -0.41 0.02 0.22
H 3.4148 -3.2721 -2.9840 0.24 -0.10 -0.31 0.42
H 3.2291 -5.0338 -2.8238 -0.26 -0.05 -0.04 0.39
H -0.5725 -2.0285 -3.2300 0.63 -0.07 0.40 0.37
H -0.0830 -1.8156 -4.8775 0.25 0.93 0.03 0.42
H 1.0857 -1.2311 -3.5626 -0.48 0.11 -0.02 0.34
P -0.1200 1.0645 -0.4969 0.65 3.34 -1.03 1.45
F -0.2922 -0.3198 -1.3755 -1.33 0.71 0.74 -0.43
F -1.2596 0.7649 0.6293 1.01 -1.06 -0.39 -0.35
F 1.0970 0.2537 0.2574 -1.14 0.64 0.21 -0.69
F 0.3084 2.4982 0.2595 -0.18 -1.65 0.91 -0.47
F 0.8441 1.6207 -1.6707 1.28 -1.12 -0.32 -0.36
F -1.2472 1.9615 -1.2585 -0.99 -1.32 -0.14 -0.43
N 1.0389 0.4848 4.1798 2.84 -0.20 2.85 1.06
O 2.0704 0.0105 4.6070 2.25 -3.43 -2.04 -0.67
O 0.4447 0.1584 3.1384 -1.36 -1.37 -2.51 -0.79
O 0.6363 1.3365 4.8891 -4.45 4.42 1.19 -0.62
N 3.4758 1.9562 -4.1146 -0.47 -0.24 1.25 1.13
O 3.9731 2.6617 -5.0019 0.17 0.31 -0.35 -0.27
O 3.2761 2.4429 -3.0160 0.34 0.94 -0.35 -0.51
O 3.1993 0.8118 -4.3464 0.01 -0.87 -0.87 -0.47
```
Forces are in eV/Å.

- E_LUMO (alpha / beta): -8.063 / -11.052 eV
- HOMO-LUMO gap (alpha / beta): 6.45 / 3.46 eV
- 2S+1: 2
- ⟨S²⟩: 0.76
- DFT total energy: -2745.8629 Ha
- Energy relative to the best compared isomer or geometry (same formula, charge and spin): 0.0 kcal/mol
- Strongest force on any atom: 0.1242 hartree/bohr
- Charge: +3

(2)
The following is a quantum chemistry calculation of a 4-piece molecular cluster, C19H26Cl2F3N2O11S overall, from the Open Molecules 2025 dataset.

Geometry as XYZ:
```
64
Properties=species:S:1:pos:R:3:forces:R:3:mulliken_charge:R:1
C 2.3917 -0.2705 1.1740 -0.12 0.04 0.11 -1.45
C 1.8595 -0.6375 -0.2173 0.30 -0.13 -0.02 0.08
C 1.1443 0.5124 -0.9093 0.27 0.12 0.08 0.61
Cl 0.5526 0.0684 -2.5361 -0.03 0.02 -0.11 -0.14
C 0.0563 1.1928 -0.1337 0.03 -0.32 -0.16 -0.60
N -0.0281 2.5192 -0.1080 0.08 0.58 -0.08 0.17
C -1.0745 2.9243 0.6706 0.06 0.37 -0.08 -0.18
C -1.6502 1.8042 1.1300 -0.30 -0.27 0.00 -0.40
S -3.0472 1.6296 2.2155 -0.10 -0.49 0.47 1.35
C -3.3873 3.2841 2.6843 0.29 0.34 0.11 -1.20
O -2.5478 0.9210 3.3594 0.03 0.10 -0.07 -0.60
O -4.1244 1.0654 1.4621 0.03 0.18 -0.23 -0.60
N -0.9497 0.7201 0.6143 -0.16 -0.10 0.11 0.79
C -1.3863 -0.6733 0.9219 -0.11 -0.01 0.55 -0.79
Cl -1.4667 -1.6381 -0.5502 -0.01 -0.15 -0.11 -0.05
C -0.6142 -1.3555 2.0587 -0.14 -0.40 -0.13 0.16
C -1.5595 -2.0993 3.0203 -0.14 0.01 -0.10 -1.55
H 2.3118 -1.1289 1.8387 0.15 0.00 -0.01 0.40
H 3.4292 0.0541 1.1379 -0.01 -0.01 -0.02 0.27
H 1.8237 0.5345 1.6484 -0.03 0.01 -0.02 0.34
H 1.2480 -1.5369 -0.1966 -0.17 0.12 0.03 -0.42
H 2.7131 -0.8770 -0.8543 -0.10 -0.06 -0.09 0.73
H 1.8826 1.2949 -1.0964 -0.05 0.04 0.08 0.12
H 0.5942 3.1662 -0.5829 0.32 -0.19 0.09 0.28
H -1.3248 3.9571 0.8292 0.10 0.03 -0.04 0.45
H -4.3307 3.2549 3.2267 -0.06 -0.06 -0.06 0.42
H -2.5912 3.6016 3.3563 -0.03 -0.01 0.03 0.41
H -3.4524 3.9562 1.8324 -0.22 -0.13 -0.11 0.42
H -2.4192 -0.5747 1.2399 0.00 0.16 -0.13 0.60
H -0.0269 -0.6134 2.5957 0.02 0.02 -0.03 0.38
H 0.0444 -2.1049 1.6202 0.22 0.22 0.00 -0.10
H -2.5618 -2.2037 2.5985 0.02 -0.01 -0.04 0.36
H -1.6716 -1.5687 3.9616 0.03 0.00 0.02 0.37
H -1.1976 -3.1087 3.1969 0.07 0.06 0.10 0.41
C 1.6505 -4.7888 -1.3947 0.04 0.07 -0.05 -0.45
C 0.7206 -5.9832 -1.4854 0.08 -0.04 0.07 0.26
O 0.2910 -6.1318 -0.1394 -0.20 0.10 -0.11 -0.34
C 0.3634 -4.9246 0.4625 0.07 -0.03 0.04 0.56
O -0.1343 -4.6381 1.4989 0.01 0.02 0.07 -0.45
O 1.0849 -4.0607 -0.2952 0.10 0.02 -0.15 -0.18
F 1.3592 -7.1019 -1.8788 0.04 -0.01 0.08 -0.28
H 2.6636 -5.1021 -1.1410 -0.02 -0.11 -0.02 0.27
H 1.6661 -4.1766 -2.2920 -0.11 0.10 0.07 0.31
H -0.1542 -5.8324 -2.1200 0.02 -0.08 -0.05 0.29
C 5.9652 3.5612 0.6356 0.12 0.03 0.02 -0.46
C 5.5544 2.3716 -0.2099 0.00 0.01 0.15 0.28
O 4.1324 2.4505 -0.1525 0.01 0.02 -0.28 -0.14
C 3.7967 3.7504 0.0595 0.06 -0.05 0.00 0.59
O 2.6948 4.1773 -0.0903 -0.32 -0.11 0.04 -0.52
O 4.8630 4.4622 0.4320 0.02 -0.02 0.02 -0.34
F 5.9486 1.1942 0.3181 -0.08 0.01 0.05 -0.28
H 6.0187 3.2904 1.6901 0.00 -0.08 -0.01 0.29
H 6.8964 4.0234 0.3247 -0.10 0.13 -0.08 0.29
H 5.8704 2.4182 -1.2525 0.04 -0.08 0.00 0.28
C -3.9669 0.0834 -2.5173 -0.02 0.04 0.14 0.39
C -3.2320 0.0937 -3.8405 -0.14 -0.06 -0.05 0.46
O -4.1554 0.7296 -4.6948 0.15 0.17 0.03 -0.36
C -4.9394 1.5526 -3.9344 -0.02 -0.10 0.03 0.57
O -5.6387 2.4026 -4.3559 -0.06 0.02 -0.03 -0.47
O -4.7734 1.2570 -2.6175 0.06 -0.02 -0.02 -0.34
F -2.9723 -1.1563 -4.2953 -0.04 0.00 -0.01 -0.30
H -4.6047 -0.7974 -2.4289 0.05 -0.05 -0.07 0.30
H -3.3093 0.1447 -1.6564 -0.06 0.15 0.04 -0.52
H -2.2986 0.6611 -3.8372 0.07 -0.09 -0.02 0.25
```
Forces are in eV/Å.

- E_LUMO: -3.162 eV
- HOMO-LUMO gap: 10.13 eV
- 2S+1: 1
- DFT total energy: -3294.7294 Ha
- Strongest force on any atom: 0.0133 hartree/bohr
- Charge: +1

(3)
The following is a quantum chemistry calculation of C37H37As2F3N4RhSSe as an isolated structure, from the Open Molecules 2025 dataset.

Geometry as XYZ:
```
86
Properties=species:S:1:pos:R:3:forces:R:3:mulliken_charge:R:1
Rh -0.2771 -0.3026 0.1156 0.21 -0.56 -0.46 0.95
F 2.9057 1.2596 3.6824 -0.10 0.07 0.05 -0.20
C 3.6636 0.2517 3.2263 -0.01 0.05 0.01 0.59
F 4.4276 0.7462 2.2427 0.06 0.01 -0.12 -0.22
F 4.4772 -0.1113 4.2224 0.10 -0.11 0.11 -0.30
C 2.8207 -0.8987 2.7514 0.00 -0.01 -0.11 -0.17
C 2.8459 -2.1212 3.3889 0.06 0.09 0.05 -0.35
C 1.9977 -3.1310 2.9601 -0.08 -0.12 -0.07 -1.22
C 1.1430 -2.8719 1.9094 0.04 -0.04 -0.06 -0.21
N 1.1267 -1.7093 1.2556 0.13 0.28 0.41 0.10
C 1.9524 -0.7224 1.6702 -0.26 -0.07 -0.32 0.62
S 1.6990 0.7307 0.7432 -0.14 -0.07 0.43 -0.53
H 3.5110 -2.2786 4.2267 0.01 0.01 0.00 0.54
H 1.9952 -4.0983 3.4396 -0.02 -0.01 0.00 0.47
H 0.4556 -3.6299 1.5590 -0.01 -0.04 0.10 0.46
C -0.5316 3.4394 0.0613 -0.04 -0.13 -0.04 -1.47
As -1.1312 1.7324 -0.6375 -0.14 0.40 -0.18 1.24
C -0.7594 1.9947 -2.5330 -0.17 0.04 0.10 -1.28
C -3.0599 1.7566 -0.4031 0.06 -0.25 0.02 -0.33
C -3.7502 2.8965 -0.0153 0.04 0.02 -0.05 -0.52
C -5.1216 2.8323 0.1911 -0.03 0.03 0.00 -0.78
C -5.7965 1.6358 0.0110 -0.05 0.03 0.03 -0.77
C -5.1068 0.4914 -0.3659 0.01 -0.07 0.00 -0.75
C -3.7355 0.5393 -0.5657 0.23 0.29 -0.04 0.26
As -2.6547 -0.9840 -1.1005 -0.11 -0.14 0.18 0.93
C -2.9941 -0.9633 -3.0319 0.06 -0.05 0.11 -1.33
C -3.7907 -2.4842 -0.5609 0.17 0.09 0.05 -1.15
H -1.0253 4.2167 -0.5219 0.04 0.01 0.00 0.52
H 0.5460 3.5206 -0.0724 -0.01 -0.05 0.01 0.48
H -0.7816 3.5452 1.1123 -0.02 -0.01 0.00 0.32
H -1.4932 2.6686 -2.9744 0.01 0.00 0.02 0.39
H -0.7648 1.0341 -3.0415 -0.03 0.02 -0.01 0.30
H 0.2339 2.4337 -2.6235 0.01 -0.02 0.04 0.44
H -3.2343 3.8357 0.1389 0.01 -0.01 0.00 0.41
H -5.6608 3.7186 0.4975 0.00 0.00 0.00 0.43
H -6.8653 1.5887 0.1750 0.00 0.00 0.00 0.44
H -5.6478 -0.4395 -0.4789 0.00 -0.01 -0.01 0.38
H -4.0431 -1.1951 -3.2122 0.01 0.00 0.00 0.43
H -2.3601 -1.6959 -3.5296 0.00 -0.01 0.01 0.38
H -2.7762 0.0242 -3.4336 0.02 -0.01 0.02 0.39
H -4.7492 -2.4248 -1.0741 0.01 0.03 -0.01 0.60
H -3.9444 -2.4569 0.5183 0.03 0.01 -0.02 -0.04
H -3.3132 -3.4244 -0.8348 0.02 0.01 -0.02 0.44
N -1.4513 -0.7285 1.6746 -0.39 0.32 -0.34 -0.42
C -2.2340 -0.3126 2.5769 0.41 -0.22 0.15 -0.59
C -3.3163 -1.2988 2.9213 -0.01 -0.09 0.13 0.18
C -2.9923 -2.6303 3.1750 0.03 0.10 0.02 0.04
C -3.9904 -3.5701 3.3721 -0.02 -0.04 -0.01 -0.76
C -5.3255 -3.1936 3.3021 -0.04 0.00 0.00 -0.64
C -5.6547 -1.8696 3.0509 -0.04 0.00 0.00 -1.12
C -4.6552 -0.9226 2.8717 0.03 -0.04 -0.09 -0.01
C -2.1404 0.9439 3.3734 -0.01 0.20 0.03 0.77
C -1.1453 1.8810 3.0962 -0.03 -0.13 0.13 -0.37
C -0.9825 3.0019 3.8909 0.00 0.01 -0.03 -1.02
C -1.8138 3.2070 4.9834 -0.02 0.03 0.02 -0.59
C -2.7874 2.2690 5.2882 0.00 0.07 0.03 -0.93
C -2.9468 1.1432 4.4962 -0.03 -0.01 -0.12 -0.56
H -1.9471 -2.9144 3.2232 -0.01 0.01 -0.01 0.62
H -3.7314 -4.5992 3.5874 0.01 0.00 0.01 0.48
H -6.1058 -3.9270 3.4554 0.00 0.00 -0.01 0.42
H -6.6938 -1.5701 3.0008 0.00 0.00 0.00 0.44
H -4.9138 0.1108 2.6721 -0.01 -0.01 0.00 0.70
H -0.4492 1.6841 2.2974 0.09 -0.05 -0.13 0.85
H -0.1856 3.7030 3.6772 0.01 0.02 -0.01 0.51
H -1.6874 4.0826 5.6062 0.01 0.00 0.01 0.42
H -3.4196 2.4067 6.1553 -0.01 0.00 0.00 0.44
H -3.6959 0.4116 4.7652 0.03 0.02 0.01 0.47
C 1.2173 -4.0188 -3.7522 0.06 0.03 -0.09 -0.91
N 0.4558 -4.0115 -2.5204 -0.06 0.04 0.17 0.29
C 0.2369 -2.9475 -1.7175 0.23 -0.01 -0.11 -0.59
Se 0.8845 -1.2250 -2.0213 -0.21 0.12 0.21 -0.20
N -0.4776 -3.3852 -0.6599 -0.28 0.29 -0.09 1.47
C -0.7481 -4.7336 -0.7822 0.05 -0.30 -0.13 0.21
C -1.4539 -5.6095 0.0280 0.00 0.04 0.00 -0.37
C -1.5127 -6.9258 -0.3962 -0.04 -0.03 0.04 -0.72
C -0.8924 -7.3438 -1.5768 0.03 -0.03 -0.06 -0.68
C -0.1919 -6.4643 -2.3866 0.00 0.09 0.03 -0.68
C -0.1363 -5.1432 -1.9647 -0.12 -0.10 0.15 0.41
H 1.4577 -2.9953 -4.0258 0.00 -0.02 0.00 0.29
H 0.6200 -4.4734 -4.5413 0.02 0.00 -0.01 0.35
H 2.1392 -4.5837 -3.6170 0.00 0.01 -0.02 0.35
H -0.8548 -2.7759 0.0614 0.17 0.04 -0.10 -0.37
H -1.9382 -5.2762 0.9391 0.02 -0.02 -0.04 0.57
H -2.0508 -7.6504 0.1992 0.00 0.00 0.00 0.44
H -0.9634 -8.3829 -1.8665 0.01 0.00 0.00 0.40
H 0.2865 -6.7937 -3.2981 0.00 -0.01 -0.01 0.49
```
Forces are in eV/Å.

- E_LUMO (alpha / beta): -2.747 / -2.746 eV
- HOMO-LUMO gap (alpha / beta): 7.29 / 7.30 eV
- 2S+1: 1
- DFT total energy: -9332.3468 Ha
- Energy relative to the best compared isomer or geometry (same formula, charge and spin): 0.0 kcal/mol
- Strongest force on any atom: 0.0147 hartree/bohr
- Charge: +1